Computed, not measured: C20H56N5O7V as an isolated structure in a non-equilibrium geometry, with the ωB97M-V functional and the def2-TZVPD basis.

XYZ file:
```
89
Properties=species:S:1:pos:R:3:lowdin_spin:R:1
O 0.855 1.338 2.616 -0.164
V 1.414 -0.079 2.318 1.081
O 1.035 -0.011 0.422 0.068
H 0.737 0.407 -0.387 0.001
C 5.947 0.640 2.482 0.000
C 4.453 0.973 2.454 0.001
C 4.180 2.030 1.464 0.000
O 2.940 2.596 1.738 0.001
C 2.529 3.551 0.760 0.000
N 3.645 -0.267 2.080 0.003
H 6.397 0.867 3.452 0.000
H 6.518 1.258 1.787 0.000
H 6.178 -0.402 2.259 0.000
H 4.099 1.321 3.424 0.000
H 4.220 1.628 0.437 0.000
H 4.987 2.781 1.522 0.000
H 3.291 4.338 0.674 0.000
H 1.643 4.018 1.180 0.000
H 2.352 3.106 -0.220 0.000
H 3.756 -0.354 1.050 0.001
H 4.123 -1.036 2.539 0.000
C -1.107 -0.581 -3.489 0.000
C -2.303 -0.613 -2.587 0.000
C -3.615 -0.920 -3.270 0.000
O -3.968 0.208 -4.023 0.000
C -4.934 -0.069 -5.015 0.000
N -2.028 -1.488 -1.421 0.000
H -0.202 -0.345 -2.918 0.000
H -1.198 0.185 -4.259 0.000
H -0.951 -1.540 -3.986 0.000
H -2.464 0.408 -2.197 0.000
H -4.390 -1.121 -2.508 0.000
H -3.579 -1.825 -3.895 0.000
H -5.908 -0.294 -4.553 0.000
H -4.640 -0.905 -5.650 0.000
H -5.073 0.854 -5.573 0.000
H -2.849 -1.559 -0.820 0.000
H -1.381 -1.004 -0.803 0.000
C -5.684 3.069 1.517 0.000
C -4.324 3.715 1.354 0.000
C -3.238 2.659 1.109 0.000
O -2.001 3.289 0.851 0.000
C -1.155 2.515 0.067 0.000
N -4.358 4.782 0.348 0.000
H -5.856 2.721 2.532 0.000
H -5.807 2.233 0.816 0.000
H -6.459 3.783 1.240 0.000
H -4.084 4.228 2.294 0.000
H -3.587 2.018 0.285 0.000
H -3.129 2.057 2.024 0.000
H -0.162 2.970 0.066 0.000
H -1.458 2.520 -0.995 0.000
H -1.066 1.475 0.396 0.000
H -3.478 5.282 0.361 0.000
H -4.466 4.388 -0.583 0.000
C 3.289 -2.880 -0.150 0.000
C 3.605 -2.047 -1.399 0.000
C 2.566 -2.370 -2.462 0.000
O 2.787 -1.568 -3.596 0.000
C 2.146 -2.121 -4.733 0.000
N 3.532 -0.615 -1.034 0.001
H 4.180 -2.807 0.483 0.000
H 3.028 -3.915 -0.354 0.000
H 2.491 -2.376 0.403 0.000
H 4.593 -2.288 -1.792 0.000
H 1.566 -2.117 -2.062 0.000
H 2.575 -3.446 -2.690 0.000
H 2.281 -1.481 -5.595 0.000
H 1.085 -2.282 -4.515 0.000
H 2.578 -3.119 -4.886 0.000
H 2.604 -0.429 -0.649 0.000
H 3.651 -0.148 -1.929 0.000
C -0.495 -4.041 1.626 0.000
C -0.339 -2.559 1.964 0.000
C -1.339 -2.007 2.939 0.000
O -0.957 -0.636 3.092 0.006
C -1.829 0.079 3.957 0.000
N 1.022 -2.271 2.556 0.001
H 0.217 -4.314 0.850 0.000
H -1.502 -4.232 1.256 0.000
H -0.354 -4.649 2.522 0.000
H -0.391 -1.961 1.053 0.000
H -1.312 -2.482 3.927 0.000
H -2.342 -2.066 2.507 0.000
H -1.874 -0.382 4.944 0.000
H -2.830 0.129 3.514 0.000
H -1.473 1.106 3.995 0.000
H 1.692 -2.816 2.008 0.000
H 1.154 -2.683 3.482 0.000
```

Summary:
Charge: +1
Gap between HOMO and LUMO (spin up / spin down) in Eh: 0.2696 / 0.2820
Multiplicity: 2
ΔE to the lowest compared entry with this formula, charge and spin in kcal/mol: 46.2
Largest force on an atom in eV/A: 3.492

Computed, not measured: C38H97CdN6O14 as an isolated structure in a non-equilibrium geometry, with the ωB97M-V functional and the def2-TZVPD basis.

XYZ file:
```
156
Properties=species:S:1:pos:R:3:mulliken_charge:R:1
Cd 4.091 1.476 -0.853 1.030
C 1.076 -0.586 0.967 -0.604
C 0.950 0.232 -0.320 1.515
O 2.049 1.033 -0.485 0.307
H 1.468 -0.093 1.857 -0.520
H 1.800 -1.386 0.799 0.511
H 0.131 -1.058 1.235 0.477
H 0.059 0.856 -0.185 -0.714
H 0.670 -0.285 -1.240 -0.688
O 1.416 3.579 0.794 -0.688
H 0.492 3.807 0.925 0.230
H 1.391 2.729 0.348 0.103
C 4.381 -4.817 3.716 -0.813
O 3.049 -5.014 3.304 -0.395
C 2.252 -3.821 3.304 0.012
C 0.965 -4.110 2.471 -0.380
N -0.094 -4.636 3.344 -0.289
C 0.225 -5.927 3.939 -0.168
C -0.925 -6.341 4.900 -0.878
O -0.989 -5.527 6.070 -0.259
C -2.108 -5.610 6.871 -0.737
H 4.869 -3.926 3.318 0.275
H 4.852 -5.711 3.306 0.328
H 4.488 -4.819 4.802 0.263
H 2.700 -2.885 2.965 0.210
H 1.889 -3.683 4.324 0.321
H 1.192 -4.728 1.602 0.349
H 0.640 -3.163 2.037 -0.232
H -0.281 -3.943 4.055 0.217
H 1.143 -5.942 4.529 0.223
H 0.216 -6.707 3.177 0.280
H -0.767 -7.367 5.241 0.450
H -1.877 -6.274 4.369 0.402
H -2.171 -6.680 7.083 0.311
H -2.976 -5.169 6.375 0.291
H -1.949 -4.982 7.747 0.210
C -2.097 3.294 -5.298 -0.568
O -2.675 2.555 -4.263 -0.509
C -1.785 2.062 -3.222 0.877
C -2.640 1.157 -2.251 -1.015
N -3.631 1.900 -1.501 -0.180
C -4.537 1.003 -0.816 -0.731
C -5.559 1.863 -0.067 -0.259
O -6.634 1.023 0.283 -0.438
C -6.462 0.507 1.584 -0.692
H -1.884 4.310 -4.958 0.293
H -2.831 3.412 -6.095 0.305
H -1.228 2.776 -5.707 0.066
H -1.277 2.858 -2.674 0.325
H -0.962 1.469 -3.623 -0.822
H -2.044 0.507 -1.608 0.150
H -3.079 0.428 -2.939 0.720
H -4.084 2.503 -2.175 0.312
H -4.134 0.312 -0.075 0.249
H -5.128 0.413 -1.520 0.361
H -6.007 2.547 -0.790 0.275
H -5.251 2.407 0.826 0.229
H -6.308 1.237 2.382 0.299
H -5.618 -0.184 1.608 0.294
H -7.375 0.020 1.926 0.296
C 2.067 -3.003 -2.081 -0.199
O 0.903 -3.722 -2.519 -0.406
C -0.347 -3.232 -2.102 1.199
C -1.382 -4.360 -2.341 -1.226
N -1.668 -4.616 -3.766 -0.382
C -2.026 -3.436 -4.509 0.401
C -2.436 -3.779 -5.924 -0.841
O -2.888 -2.569 -6.429 -0.213
C -3.356 -2.513 -7.736 -0.816
H 2.180 -3.276 -1.029 0.053
H 2.031 -1.936 -2.305 -0.042
H 3.022 -3.398 -2.431 0.349
H -0.569 -2.301 -2.631 -0.566
H -0.225 -2.878 -1.074 -0.001
H -2.239 -4.045 -1.745 0.388
H -0.994 -5.285 -1.918 0.451
H -0.767 -4.931 -4.103 0.351
H -1.148 -2.802 -4.667 -0.456
H -2.798 -2.855 -4.005 0.293
H -3.251 -4.508 -5.903 0.561
H -1.668 -4.350 -6.452 0.282
H -4.126 -1.745 -7.799 0.251
H -3.855 -3.435 -8.045 0.345
H -2.532 -2.389 -8.440 0.262
C 0.679 -1.547 -7.089 -0.326
O 1.440 -0.783 -6.220 -0.435
C 0.687 -0.138 -5.202 0.481
C 1.604 0.657 -4.219 -0.330
N 2.407 1.684 -4.865 -0.261
C 1.666 2.805 -5.422 0.149
C 2.613 3.803 -6.028 -0.891
O 3.556 3.242 -6.915 -0.286
C 4.457 4.229 -7.421 -0.796
H 1.320 -2.219 -7.661 0.366
H 0.141 -0.991 -7.860 0.306
H -0.002 -2.189 -6.528 -0.153
H 0.171 -0.807 -4.506 -0.443
H -0.109 0.482 -5.619 0.428
H 2.294 -0.061 -3.772 0.269
H 1.039 1.024 -3.362 -0.291
H 2.983 1.205 -5.545 0.426
H 1.157 3.366 -4.637 0.119
H 0.853 2.532 -6.098 0.123
H 3.224 4.234 -5.229 0.341
H 2.021 4.666 -6.341 0.424
H 4.992 4.758 -6.632 0.323
H 3.944 4.908 -8.104 0.317
H 5.235 3.812 -8.061 0.262
C -1.246 8.300 0.766 -0.734
O -1.982 7.210 0.284 -0.372
C -1.741 5.961 0.875 -0.361
C -2.509 4.844 0.123 -0.742
N -2.065 3.481 0.474 1.099
C -2.328 3.137 1.913 -0.920
C -1.695 1.804 2.365 0.289
O -2.076 1.522 3.712 -0.455
C -1.207 0.589 4.323 -0.440
H -1.577 9.202 0.255 0.244
H -0.185 8.121 0.575 0.304
H -1.360 8.388 1.849 0.291
H -2.195 6.036 1.866 0.375
H -0.670 5.777 0.767 0.138
H -2.322 5.091 -0.923 0.305
H -3.593 4.872 0.252 0.336
H -2.533 2.824 -0.141 -0.528
H -3.393 3.167 2.158 0.376
H -1.953 3.903 2.593 0.322
H -0.607 1.745 2.284 -0.041
H -2.062 0.945 1.797 0.079
H -1.226 -0.288 3.671 0.260
H -1.609 0.225 5.269 0.346
H -0.185 0.900 4.548 0.031
C 3.936 -1.804 8.536 -0.760
O 3.494 -1.390 7.252 -0.322
C 4.399 -1.557 6.171 -0.703
C 3.861 -0.976 4.871 -0.310
N 3.853 0.509 5.077 -0.416
C 3.171 1.136 3.953 0.068
C 2.986 2.622 4.152 -0.974
O 2.175 2.873 5.274 -0.284
C 2.050 4.268 5.563 -0.728
H 4.196 -2.855 8.393 0.321
H 3.121 -1.772 9.258 0.233
H 4.728 -1.144 8.890 0.290
H 4.660 -2.617 6.207 0.331
H 5.301 -0.999 6.435 0.356
H 2.877 -1.388 4.640 0.188
H 4.488 -1.158 3.997 0.417
H 3.135 0.673 5.774 0.397
H 2.193 0.700 3.733 -0.454
H 3.841 0.919 3.116 0.477
H 2.518 3.022 3.249 0.454
H 3.960 3.078 4.344 0.454
H 1.398 4.839 4.900 0.236
H 3.048 4.707 5.604 0.318
H 1.541 4.346 6.523 0.261
```

Summary:
Charge: +1
Gap between HOMO and LUMO in Eh: 0.0859
ΔE to the lowest compared entry with this formula, charge and spin in kcal/mol: 30.6
Largest force on an atom in eV/A: 3.373

Computed, not measured: C30H26N5O7S4Sc as an isolated structure, with the ωB97M-V functional and the def2-TZVPD basis.

XYZ file:
```
73
Properties=species:S:1:pos:R:3:lowdin_spin:R:1
Sc 0.850 0.336 1.271 0.028
O 2.263 -2.364 4.280 0.000
C 1.967 -1.403 3.571 0.000
N 0.991 -1.287 2.677 0.000
C 0.242 -2.481 2.368 0.000
C -1.059 -2.082 1.735 0.002
C -2.145 -2.944 1.683 0.000
C -3.328 -2.508 1.123 0.001
C -3.400 -1.209 0.643 0.001
C -2.273 -0.420 0.707 0.007
N -1.116 -0.842 1.231 0.002
C 2.804 -0.142 3.637 0.000
C 3.813 -0.010 4.571 0.000
C 4.589 1.136 4.551 0.000
C 4.338 2.101 3.588 0.000
C 3.311 1.892 2.685 0.000
N 2.548 0.796 2.716 0.000
H 0.072 -3.107 3.247 0.000
H 0.799 -3.095 1.646 0.000
H -2.046 -3.947 2.079 0.000
H -4.180 -3.172 1.050 0.000
H -4.301 -0.818 0.191 0.000
H -2.283 0.581 0.307 0.007
H 3.966 -0.818 5.272 0.000
H 5.390 1.270 5.267 0.000
H 4.936 2.999 3.518 0.000
H 3.093 2.598 1.899 0.000
O 1.522 -2.272 -1.851 0.006
S 2.152 -0.999 -1.551 0.014
O 3.533 -0.880 -1.911 0.002
O 1.918 -0.679 -0.092 0.011
C 1.197 0.228 -2.464 0.047
C 1.140 -0.168 -3.890 0.016
C 0.967 0.721 -4.871 0.007
C 0.997 2.146 -4.616 0.006
C 1.198 2.639 -3.389 0.015
C 1.231 1.782 -2.185 0.042
S 2.140 2.579 -0.832 0.015
O 1.991 4.007 -1.037 0.007
O 3.493 2.097 -0.745 0.003
O 1.349 2.193 0.406 0.017
H 1.233 -1.226 -4.100 0.001
H 0.880 0.377 -5.895 0.001
H 0.932 2.827 -5.457 0.001
H 1.335 3.699 -3.230 0.001
S -0.730 2.082 2.783 0.000
C -0.666 3.424 1.719 0.000
N 0.016 4.523 2.104 0.000
C 0.152 5.653 1.364 0.000
C -0.438 5.739 0.148 0.000
C -1.158 4.622 -0.316 0.000
C -1.286 3.504 0.457 0.001
H 0.489 4.443 2.994 0.000
H 0.761 6.433 1.797 0.000
H -0.297 6.618 -0.462 0.000
H -1.590 4.621 -1.309 0.000
H -1.798 2.639 0.062 0.002
S -1.572 1.083 -2.254 0.386
C 0.056 0.937 -1.844 0.353
N -1.397 -2.344 -1.769 0.000
C -2.302 -3.354 -1.895 0.000
C -1.935 -4.690 -1.658 0.000
C -2.878 -5.701 -1.699 0.000
C -4.214 -5.430 -1.978 0.000
C -4.581 -4.113 -2.233 0.000
C -3.648 -3.090 -2.199 0.000
H -1.664 -1.396 -2.012 0.000
H -0.403 -2.531 -1.788 0.000
H -0.898 -4.912 -1.428 0.000
H -2.564 -6.721 -1.506 0.000
H -4.947 -6.226 -2.006 0.000
H -5.613 -3.877 -2.469 0.000
H -3.945 -2.067 -2.404 0.000
```

Summary:
Charge: -1
Gap between HOMO and LUMO (spin up / spin down) in Eh: 0.2177 / 0.2483
Multiplicity: 2
ΔE to the lowest compared entry with this formula, charge and spin in kcal/mol: 32.3
Largest force on an atom in eV/A: 0.443